Here is C39H30ClN4O6RhS3 as an isolated structure in a non-equilibrium geometry from the Open Molecules 2025 dataset. Energies are from ωB97M-V/def2-TZVPD.

Last column: Löwdin charge in e.
Positions of all 84 atoms, in Å:
Rh -0.320 1.496 0.277  1.28
S -5.315 0.951 2.754  1.06
C -6.642 0.562 3.754  -0.37
C -6.247 -0.032 4.912  -0.15
C -4.836 -0.178 4.990  -0.10
C -4.191 0.313 3.890  -0.50
C -2.750 0.310 3.617  -0.17
C -2.247 1.035 2.524  -0.06
N -0.971 1.020 2.163  0.01
C -0.098 0.270 2.890  -0.15
C -0.486 -0.421 4.033  -0.11
C 0.525 -1.155 4.758  0.02
C 1.809 -1.183 4.338  0.02
C 2.211 -0.499 3.132  -0.12
C 3.516 -0.480 2.617  0.06
C 3.811 0.244 1.476  -0.16
C 2.746 0.908 0.834  -0.03
N 1.500 0.848 1.262  0.02
C 1.240 0.188 2.417  -0.17
C 5.162 0.337 0.907  -0.50
C 5.562 1.046 -0.195  -0.11
C 6.946 0.904 -0.469  -0.16
C 7.564 0.087 0.428  -0.37
S 6.482 -0.504 1.604  1.10
C -1.842 -0.395 4.382  0.09
H -7.644 0.794 3.434  0.08
H -6.932 -0.349 5.683  0.12
H -4.333 -0.611 5.842  0.12
H -2.903 1.655 1.929  0.10
H 0.230 -1.685 5.654  0.13
H 2.560 -1.720 4.902  0.13
H 4.295 -1.024 3.139  0.12
H 2.927 1.509 -0.046  0.08
H 4.906 1.665 -0.790  0.10
H 7.459 1.388 -1.286  0.11
H 8.605 -0.188 0.469  0.08
H -2.175 -0.962 5.243  0.14
O -4.948 2.206 -3.114  0.16
C -4.719 0.918 -2.878  -0.48
O -5.264 0.041 -3.478  0.13
C -3.720 0.589 -1.801  -0.01
C -3.506 -0.683 -1.267  -0.55
Cl -4.313 -2.116 -1.607  0.91
N -2.479 -0.625 -0.388  0.00
N -2.036 0.649 -0.316  -0.01
C -2.760 1.365 -1.165  -0.12
C -2.354 2.781 -1.233  -0.49
O -2.982 3.662 -1.761  0.15
O -1.191 2.969 -0.626  -0.16
C -1.868 -1.683 0.374  -0.21
C -0.493 -1.847 0.325  -0.03
C 0.092 -2.854 1.078  -0.06
C -0.696 -3.697 1.852  -0.05
C -2.073 -3.523 1.882  -0.04
C -2.669 -2.509 1.147  -0.03
H -4.375 2.806 -2.592  0.08
H 0.114 -1.240 -0.337  0.10
H 1.163 -2.998 1.033  0.12
H -0.239 -4.499 2.415  0.12
H -2.694 -4.179 2.476  0.12
H -3.738 -2.354 1.203  0.11
C 2.605 -2.446 -6.732  -0.03
C 2.331 -1.459 -5.635  -0.24
C 3.368 -0.768 -5.018  -0.01
C 3.113 0.153 -4.011  -0.07
C 1.796 0.390 -3.644  -0.42
C 0.735 -0.298 -4.230  -0.06
C 1.016 -1.216 -5.221  -0.01
S 1.509 1.580 -2.400  1.03
C 0.862 2.945 -3.341  -0.19
O 0.247 1.031 -1.639  -0.61
H 3.668 -2.658 -6.822  0.08
H 2.256 -2.053 -7.688  0.10
H 2.076 -3.382 -6.555  0.09
H 4.389 -0.956 -5.321  0.13
H 3.929 0.676 -3.528  0.11
H -0.284 -0.119 -3.914  0.11
H 0.203 -1.753 -5.694  0.13
H 0.063 2.584 -3.987  0.08
H 1.685 3.350 -3.931  0.08
H 0.490 3.694 -2.645  0.06
O 0.728 3.482 0.989  -0.05
H 0.545 3.796 1.884  0.09
H 0.294 4.109 0.393  0.07

For the HOMO energy, the calculation gives -13.0 eV. The charge is +2. The value obtained for the electronic energy is -3939.49291 hartree. The calculation puts the HOMO-LUMO gap at 6.17 eV. As for the LUMO energy: -0.2517 hartree. The spin multiplicity is 1. For the relative energy (zero: lowest compared OMol25 entry of this formula, charge and spin), the calculation gives 82.1 kJ/mol.

=====

Here is a 12-piece molecular cluster, C30H72O18S9 overall in a non-equilibrium geometry from the Open Molecules 2025 dataset. Energies are from ωB97M-V/def2-TZVPD.

Last column: Löwdin charge in e.
Positions of all 129 atoms, in Å:
C 0.915 -0.486 1.114  -0.03
C 0.129 -0.168 -0.145  -0.31
C -1.373 0.229 -0.100  -0.08
O -1.343 1.482 -0.772  0.07
C -0.133 1.720 -1.315  -0.57
O 0.112 2.654 -1.960  0.16
O 0.775 0.825 -0.898  0.10
H 0.722 0.285 1.867  0.07
H 1.992 -0.499 0.928  0.07
H 0.770 -1.457 1.603  0.04
H 0.092 -1.164 -0.620  0.13
H -1.606 0.363 0.963  0.13
H -1.976 -0.592 -0.470  0.09
C -1.933 -3.166 0.572  -0.01
C -2.926 -4.131 1.186  -0.29
C -2.972 -5.496 0.535  -0.07
O -2.483 -6.382 1.553  0.08
C -2.257 -5.702 2.691  -0.62
O -1.969 -6.169 3.712  0.18
O -2.562 -4.386 2.558  0.07
H -2.013 -3.091 -0.512  0.09
H -0.929 -3.494 0.833  0.06
H -2.009 -2.174 1.012  0.08
H -3.925 -3.707 1.317  0.16
H -2.306 -5.586 -0.322  0.13
H -3.992 -5.729 0.236  0.14
C 4.824 0.370 0.905  -0.03
C 6.346 0.375 0.930  -0.31
C 6.816 0.347 2.422  -0.07
O 7.676 -0.804 2.458  0.07
C 7.846 -1.315 1.232  -0.58
O 8.601 -2.167 0.956  0.19
O 7.027 -0.700 0.335  0.08
H 4.565 1.338 1.335  0.10
H 4.410 -0.457 1.495  0.08
H 4.365 0.237 -0.077  0.06
H 6.675 1.360 0.586  0.15
H 5.985 0.303 3.115  0.12
H 7.522 1.153 2.613  0.13
C 0.367 -3.754 3.815  -0.22
S 1.459 -3.846 2.361  0.79
O 2.755 -3.278 2.851  -0.55
C 1.602 -5.624 2.076  -0.22
H -0.413 -2.994 3.756  0.05
H 0.979 -3.622 4.703  0.06
H -0.188 -4.692 3.864  0.03
H 0.640 -6.129 1.974  0.05
H 2.205 -6.163 2.806  0.07
H 2.115 -5.693 1.113  0.05
C -3.950 5.231 -4.702  -0.27
S -4.296 4.322 -3.197  0.82
O -5.210 3.205 -3.619  -0.57
C -2.612 3.718 -2.959  -0.26
H -4.766 5.805 -5.145  0.05
H -3.637 4.565 -5.508  0.06
H -3.191 5.981 -4.466  0.02
H -2.399 3.082 -3.821  0.05
H -2.612 3.275 -1.970  0.03
H -1.886 4.531 -2.979  0.03
C -2.780 -0.676 -3.362  -0.29
S -2.890 -0.247 -5.100  0.83
O -2.113 0.996 -5.388  -0.56
C -1.766 -1.569 -5.684  -0.24
H -3.626 -1.294 -3.040  0.04
H -3.051 0.210 -2.774  0.04
H -1.862 -1.089 -2.940  0.05
H -0.827 -1.033 -5.553  0.04
H -1.915 -1.773 -6.740  0.05
H -1.907 -2.458 -5.080  0.05
C 2.460 2.839 -3.824  -0.28
S 3.503 1.371 -3.796  0.86
O 4.073 1.095 -2.441  -0.57
C 2.087 0.239 -3.951  -0.25
H 2.996 3.777 -3.689  0.05
H 1.575 2.690 -3.211  0.01
H 2.117 2.975 -4.859  0.07
H 2.460 -0.785 -3.909  0.04
H 1.526 0.482 -4.850  0.06
H 1.395 0.261 -3.101  0.04
C -2.932 1.193 4.147  -0.28
S -3.724 -0.254 4.866  0.83
O -3.733 -1.353 3.857  -0.56
C -2.582 -0.600 6.226  -0.27
H -3.569 2.034 3.859  0.05
H -2.439 0.922 3.211  0.03
H -2.170 1.626 4.793  0.03
H -2.931 -1.394 6.892  0.05
H -2.263 0.285 6.768  0.05
H -1.683 -1.131 5.890  0.02
C -6.550 0.603 -1.770  -0.24
S -5.864 -0.355 -0.391  0.83
O -4.670 -1.113 -0.890  -0.58
C -5.187 0.999 0.611  -0.24
H -6.451 -0.012 -2.666  0.06
H -5.835 1.410 -1.956  0.02
H -7.569 0.951 -1.660  0.06
H -5.994 1.666 0.910  0.06
H -4.560 1.630 -0.029  0.05
H -4.577 0.513 1.365  0.03
C 2.494 -2.961 -1.214  -0.24
S 4.229 -3.370 -0.855  0.84
O 4.306 -4.698 -1.559  -0.58
C 4.992 -2.256 -2.087  -0.23
H 2.127 -2.366 -0.358  0.01
H 1.944 -3.891 -1.157  0.05
H 2.403 -2.247 -2.025  0.03
H 6.002 -2.162 -1.679  0.04
H 4.477 -1.340 -2.354  0.01
H 5.156 -2.858 -2.983  0.06
C 2.368 -0.295 4.161  -0.23
S 0.846 -0.368 5.159  0.82
O -0.243 0.284 4.364  -0.57
C 1.181 0.852 6.462  -0.24
H 3.178 -0.069 4.856  0.06
H 2.325 0.482 3.405  0.05
H 2.426 -1.295 3.737  0.01
H 0.299 1.088 7.042  0.04
H 1.544 1.712 5.893  0.05
H 2.024 0.551 7.087  0.05
C 1.025 5.829 -2.331  -0.27
S 0.262 7.253 -3.141  0.83
O -1.054 6.901 -3.737  -0.56
C -0.095 8.154 -1.620  -0.28
H 1.208 5.094 -3.130  0.02
H 0.285 5.325 -1.711  0.05
H 2.050 6.006 -2.014  0.06
H -0.800 8.969 -1.740  0.05
H 0.868 8.551 -1.274  0.05
H -0.414 7.552 -0.763  0.05

For the HOMO energy, the calculation gives -8.6 eV. The value obtained for the electronic energy is -6123.94415 hartree. The calculation puts the HOMO-LUMO gap at 8.57 eV. As for the LUMO energy: 0.0005 hartree. The spin multiplicity is 1. For the relative energy (zero: lowest compared OMol25 entry of this formula, charge and spin), the calculation gives 0.0 kJ/mol.

=====

Here is a 2-piece molecular cluster, C6H13N3 overall in a non-equilibrium geometry from the Open Molecules 2025 dataset. Energies are from ωB97M-V/def2-TZVPD.

Last column: natural (NBO) charge in e.
Positions of all 22 atoms, in Å:
C 2.301 3.141 -0.420  -0.64
C 1.584 2.040 0.320  -0.21
C 0.140 2.090 0.831  -0.40
C 0.393 1.264 -0.328  -0.23
C 0.442 -0.334 -0.151  -0.12
C -1.255 -1.980 -0.094  0.58
H 2.833 2.680 -1.469  0.21
H 2.902 3.505 0.481  0.24
H 1.529 3.837 -0.955  0.21
H 2.397 1.648 1.275  0.19
H -0.307 3.052 0.529  0.19
H -0.212 1.981 1.663  0.20
H 0.365 1.658 -1.360  0.23
H 0.606 -0.836 1.265  0.06
H 1.143 -0.746 -0.841  0.18
H -3.079 -1.748 -0.315  0.36
H -2.932 -2.699 0.447  0.36
H -0.613 -3.892 0.097  0.38
H 0.388 -2.916 0.373  0.35
N -0.855 -0.710 -0.248  -0.60
N -2.539 -2.457 -0.324  -0.78
N -0.414 -2.955 0.267  -0.75

For the HOMO energy, the calculation gives -8.3 eV. The value obtained for the electronic energy is -400.37248 hartree. The calculation puts the HOMO-LUMO gap at 9.19 eV. As for the LUMO energy: 0.0329 hartree. The spin multiplicity is 1. For the relative energy (zero: lowest compared OMol25 entry of this formula, charge and spin), the calculation gives 841.6 kJ/mol.